(1)
This record from the OMol25 dataset describes a cluster of 8 separate species, C38H52FIN9O5 in total. The level of theory is ωB97M-V/def2-TZVPD.

Output
Net charge: +1
Relative energy (zero: lowest compared OMol25 entry of this formula, charge and spin) (kcal/mol): 165.81
HOMO-LUMO gap (eV): 4.147
Calculated total energy (a.u.): -2745.011468

```
106
Properties=species:S:1:pos:R:3:mulliken_charge:R:1
C 4.958 1.356 3.436 -0.816
C 4.882 1.132 1.792 0.689
O 5.629 1.956 1.030 -0.473
O 4.031 0.121 1.121 -0.419
C 2.876 0.901 0.620 -0.240
C 1.639 -0.072 0.051 -0.958
C 0.157 0.378 0.578 -0.279
N -0.328 -0.288 1.844 1.135
O -1.024 -1.440 1.572 -0.368
C -1.052 0.707 2.683 -0.795
C -2.388 1.420 2.168 -0.538
C -2.018 3.018 1.835 -0.743
I -3.500 0.665 0.491 0.226
C 0.839 -0.828 2.702 -0.100
O 1.224 -2.121 2.511 -0.453
N 1.568 -0.074 3.778 0.072
C 1.077 -0.657 5.111 0.470
O 1.323 -1.898 5.540 -0.395
F 0.311 0.252 6.023 -0.203
H 3.887 1.388 3.945 0.180
H 5.658 0.531 3.940 0.307
H 5.475 2.394 3.721 0.324
H 3.165 1.752 -0.137 0.452
H 2.414 1.442 1.576 0.341
H 1.882 -1.219 0.154 0.323
H 1.640 0.135 -1.126 0.398
H 0.135 1.549 0.597 0.001
H -0.603 0.055 -0.284 0.262
H -0.673 -1.869 0.738 0.329
H -1.280 0.191 3.735 0.337
H -0.280 1.580 2.947 0.447
H -3.139 1.497 3.094 0.483
H -0.884 3.188 1.606 0.260
H -2.600 3.328 0.841 0.112
H -2.335 3.729 2.719 0.292
H 2.579 -0.391 3.726 0.393
N -2.366 -2.790 -1.899 0.180
C -1.293 -3.638 -1.811 -0.555
C -1.456 -4.630 -2.752 -0.473
C -2.667 -4.367 -3.436 -0.512
C -3.206 -3.224 -2.890 -0.501
H -2.514 -1.972 -1.322 0.106
H -0.508 -3.465 -1.086 0.424
H -0.775 -5.453 -2.928 0.461
H -3.098 -4.949 -4.240 0.422
H -4.115 -2.684 -3.122 0.406
N -5.085 3.521 -1.630 0.129
C -5.423 4.839 -1.462 -0.123
C -6.319 5.178 -2.452 -0.543
C -6.534 4.022 -3.240 -0.530
C -5.762 3.014 -2.709 -0.373
H -4.439 3.004 -1.049 0.078
H -4.997 5.421 -0.657 0.177
H -6.771 6.152 -2.589 0.392
H -7.182 3.935 -4.103 0.388
H -5.635 1.981 -3.006 0.340
N 1.417 0.861 9.751 -0.002
C 0.424 0.835 8.806 -0.428
C -0.615 1.617 9.259 -0.432
C -0.233 2.138 10.518 -0.449
C 1.027 1.657 10.796 -0.500
H 2.299 0.370 9.687 0.203
H 0.542 0.263 7.896 0.493
H -1.546 1.795 8.737 0.371
H -0.814 2.794 11.154 0.380
H 1.678 1.812 11.647 0.374
N -0.706 -6.547 -5.950 0.128
C -1.219 -7.295 -6.978 -0.493
C -1.562 -6.437 -7.998 -0.494
C -1.240 -5.126 -7.574 -0.424
C -0.710 -5.223 -6.307 -0.678
H -0.375 -6.914 -5.067 0.253
H -1.296 -8.371 -6.894 0.404
H -1.997 -6.724 -8.947 0.406
H -1.379 -4.209 -8.132 0.431
H -0.338 -4.466 -5.629 0.461
N -3.856 7.199 1.888 0.099
C -3.966 8.039 2.965 -0.460
C -3.817 9.332 2.513 -0.428
C -3.617 9.268 1.113 -0.497
C -3.649 7.939 0.754 -0.361
H -3.920 6.190 1.924 0.177
H -4.139 7.647 3.958 0.360
H -3.851 10.224 3.125 0.384
H -3.466 10.102 0.440 0.391
H -3.540 7.459 -0.209 0.348
N 5.444 0.459 -3.324 -0.042
C 5.334 1.300 -2.247 -0.562
C 5.483 2.592 -2.699 -0.240
C 5.683 2.529 -4.098 -0.623
C 5.651 1.200 -4.458 -0.487
H 5.380 -0.550 -3.287 0.207
H 5.161 0.908 -1.253 0.567
H 5.449 3.484 -2.087 0.423
H 5.834 3.363 -4.772 0.392
H 5.760 0.719 -5.421 0.384
N 2.563 -7.590 -4.835 0.073
C 3.868 -7.176 -4.899 -0.499
C 4.588 -7.891 -3.967 -0.401
C 3.686 -8.771 -3.323 -0.540
C 2.444 -8.566 -3.880 -0.284
H 1.807 -7.233 -5.404 0.190
H 4.172 -6.410 -5.600 0.365
H 5.648 -7.790 -3.774 0.384
H 3.918 -9.478 -2.537 0.383
H 1.487 -9.029 -3.678 0.348
```

***

(2)
This record from the OMol25 dataset describes a structure of composition C38H52N2O3PtS3. The level of theory is ωB97M-V/def2-TZVPD.

Output
Net charge: +2
Relative energy (zero: lowest compared OMol25 entry of this formula, charge and spin) (kcal/mol): 36.29
HOMO-LUMO gap (eV): 6.198
Calculated total energy (a.u.): -3127.771396

```
99
Properties=species:S:1:pos:R:3:mulliken_charge:R:1
Pt -0.447 -0.700 -0.818 1.429
C 6.487 -0.102 0.385 -1.555
C 5.861 0.453 -0.907 1.981
C 6.498 -0.234 -2.126 -1.569
C 6.134 1.958 -0.975 -2.078
C 4.375 0.146 -0.893 0.384
C 3.914 -1.148 -0.635 -1.055
C 2.563 -1.388 -0.536 -0.291
N 1.652 -0.429 -0.694 -0.531
C 2.056 0.818 -0.994 0.478
C 3.402 1.121 -1.103 -0.474
C 0.982 1.804 -1.174 -0.610
C 1.174 3.168 -1.101 -0.092
C 0.104 4.054 -1.254 0.604
C -1.137 3.480 -1.532 -0.726
C -1.269 2.107 -1.583 -0.679
N -0.241 1.282 -1.378 -0.538
C 0.320 5.551 -1.167 2.066
C 1.099 5.976 -2.426 -1.590
C -1.004 6.318 -1.116 -2.042
C 1.140 5.907 0.083 -1.539
H 7.538 0.184 0.428 0.449
H 6.438 -1.189 0.428 0.361
H 5.987 0.304 1.266 0.383
H 7.576 -0.079 -2.107 0.447
H 6.110 0.183 -3.057 0.382
H 6.311 -1.309 -2.124 0.364
H 7.207 2.132 -0.918 0.432
H 5.668 2.482 -0.138 0.473
H 5.784 2.390 -1.915 0.413
H 4.600 -1.971 -0.500 0.516
H 2.192 -2.371 -0.294 0.232
H 3.693 2.127 -1.360 0.566
H 2.164 3.546 -0.895 0.378
H -2.011 4.088 -1.711 0.553
H -2.223 1.646 -1.797 0.605
H 0.539 5.735 -3.330 0.399
H 2.071 5.483 -2.478 0.334
H 1.265 7.053 -2.404 0.454
H -1.553 6.242 -2.056 0.416
H -0.799 7.373 -0.944 0.427
H -1.641 5.967 -0.301 0.457
H 2.122 5.432 0.089 0.376
H 0.613 5.622 0.995 0.287
H 1.299 6.984 0.107 0.467
O -2.770 -0.295 -0.466 -0.132
S -3.938 -0.503 -1.668 -0.216
C -3.227 0.526 0.662 -0.221
C -4.069 -0.216 1.709 -0.694
C -3.372 -0.964 2.861 -0.724
C -2.342 -2.012 2.483 0.034
S -0.149 -1.226 3.716 -0.228
O -1.023 -1.451 2.318 -0.013
C -0.347 0.508 4.043 -0.110
C -0.602 0.928 5.342 -0.433
C -0.746 2.284 5.605 -0.553
C -0.667 3.208 4.574 -0.639
C -0.407 2.782 3.278 -0.353
C -0.223 1.435 3.013 -0.136
C -4.648 -2.088 -1.326 0.204
C -3.845 -3.214 -1.171 0.618
C -4.438 -4.451 -0.990 -0.449
C -5.823 -4.567 -0.966 -0.670
C -6.617 -3.440 -1.110 -0.644
C -6.034 -2.195 -1.301 -0.461
H -3.831 1.325 0.230 0.631
H -2.334 0.968 1.102 -0.059
H -4.718 -0.910 1.170 0.105
H -4.713 0.534 2.172 0.563
H -4.151 -1.463 3.441 0.517
H -2.889 -0.245 3.527 0.113
H -2.585 -2.476 1.526 -0.447
H -2.284 -2.786 3.250 0.632
H -0.698 0.200 6.137 0.447
H -0.947 2.613 6.615 0.398
H -0.803 4.261 4.782 0.408
H -0.345 3.504 2.473 0.448
H 0.013 1.088 2.016 0.441
H -2.771 -3.107 -1.192 -0.202
H -3.824 -5.338 -0.890 0.420
H -6.279 -5.539 -0.836 0.410
H -7.694 -3.529 -1.075 0.401
H -6.649 -1.314 -1.428 0.456
C 0.419 -5.501 -3.335 -1.266
C -0.527 -5.018 -2.243 -0.331
S 0.360 -3.872 -1.137 0.256
O -0.695 -2.847 -0.706 -0.239
C 0.567 -4.918 0.342 -0.553
C -0.744 -5.322 0.993 -0.985
H -0.082 -6.250 -3.946 0.418
H 1.313 -5.961 -2.913 0.339
H 0.726 -4.682 -3.984 0.355
H -0.917 -5.847 -1.657 0.326
H -1.359 -4.442 -2.646 0.282
H 1.164 -4.311 1.025 0.358
H 1.162 -5.778 0.024 0.558
H -1.391 -4.456 1.122 0.097
H -0.540 -5.745 1.976 0.422
H -1.277 -6.077 0.419 0.356
```

***

Number 1: highest occupied orbital energy -9.75 eV. Number 2: highest occupied orbital energy -12.63 eV.